(1)
C4H4OS in the gas phase. Source: the Open Molecules 2025 dataset; level of theory: ωB97M-V/def2-TZVPD.

Results
Relative energy (zero: lowest compared OMol25 entry of this formula, charge and spin)   1.490 eV
Highest occupied orbital energy   -9.33 eV

Element x y z (Å)
O  -1.43  -1.46  -1.90
C  -0.92  -0.58  -1.22
C  -0.49  -0.86  0.16
C  0.28  -0.02  0.93
C  0.92  1.18  0.44
S  1.85  2.13  1.37
H  -0.87  0.41  -1.64
H  -0.70  -1.86  0.57
H  0.61  -0.34  1.90
H  0.76  1.40  -0.62

***

(2)
A molecular structure, C36H36GeIN2O2PS2V. Source: the Open Molecules 2025 dataset; level of theory: ωB97M-V/def2-TZVPD.

Results
Relative energy (zero: lowest compared OMol25 entry of this formula, charge and spin)   0.549 eV
Net charge   +3
Highest occupied orbital energy (spin up / spin down)   -15.60 / -15.60 eV

Element x y z (Å)
V  -0.15  0.51  0.11
O  3.35  4.52  -1.09
C  3.98  3.34  -1.18
C  5.36  3.36  -1.34
C  6.06  2.19  -1.47
C  5.41  0.94  -1.46
C  4.06  0.90  -1.29
C  3.31  2.10  -1.13
C  1.91  2.03  -0.90
O  1.31  0.80  -0.59
N  1.08  2.99  -0.84
N  -0.22  2.57  -0.46
C  -1.03  3.63  -0.50
S  -0.36  5.18  -0.82
C  -1.94  6.04  -0.97
C  -2.93  5.38  -0.04
S  -2.73  3.59  -0.24
H  2.39  4.40  -1.03
H  5.85  4.33  -1.36
H  7.13  2.22  -1.59
H  5.98  0.03  -1.59
H  3.53  -0.05  -1.29
H  -2.26  6.01  -2.01
H  -1.76  7.08  -0.68
H  -3.96  5.61  -0.30
H  -2.75  5.62  1.01
I  -2.78  0.31  0.21
C  -3.74  -1.45  -0.47
C  -5.08  -1.25  -0.52
C  -5.92  -2.32  -0.88
C  -5.35  -3.53  -1.16
C  -3.95  -3.73  -1.11
C  -3.43  -5.02  -1.37
C  -2.09  -5.26  -1.30
C  -1.22  -4.21  -1.01
C  -1.68  -2.93  -0.75
P  -0.28  -1.80  -0.60
C  0.61  -1.82  -2.16
C  1.63  -2.73  -2.42
C  2.19  -2.77  -3.69
C  1.73  -1.92  -4.69
C  0.71  -1.01  -4.42
C  0.14  -0.96  -3.16
C  0.75  -2.36  0.75
C  2.11  -2.04  0.77
C  2.89  -2.39  1.85
C  2.31  -3.05  2.93
C  0.95  -3.37  2.93
C  0.16  -3.02  1.84
C  -3.07  -2.66  -0.77
H  -5.52  -0.29  -0.27
H  -6.99  -2.18  -0.93
H  -5.98  -4.37  -1.43
H  -4.12  -5.81  -1.63
H  -1.70  -6.25  -1.49
H  -0.16  -4.42  -0.99
H  2.00  -3.40  -1.66
H  2.98  -3.48  -3.91
H  2.16  -1.96  -5.68
H  0.35  -0.35  -5.20
H  -0.66  -0.27  -2.96
H  2.56  -1.52  -0.07
H  3.95  -2.16  1.86
H  2.92  -3.33  3.78
H  0.51  -3.89  3.76
H  -0.89  -3.27  1.84
C  0.52  1.15  4.94
Ge  -0.69  1.44  3.45
C  -2.29  0.37  3.71
C  -1.05  3.30  3.02
C  0.54  0.75  1.97
H  0.02  1.49  5.84
H  1.46  1.69  4.82
H  0.72  0.08  5.03
H  -2.43  0.28  4.79
H  -2.19  -0.63  3.30
H  -3.18  0.85  3.30
H  -1.32  3.84  3.92
H  -1.88  3.37  2.31
H  -0.16  3.77  2.59
H  0.92  -0.24  2.26
H  1.38  1.45  1.90

***

(3)
A molecular structure, C5H7NS. Source: the Open Molecules 2025 dataset; level of theory: ωB97M-V/def2-TZVPD.

Results
Relative energy (zero: lowest compared OMol25 entry of this formula, charge and spin)   3.735 eV
Highest occupied orbital energy   -8.56 eV

Element x y z (Å)
C  -0.97  0.98  0.06
C  -0.83  -0.18  -1.00
C  -0.63  -0.13  1.12
C  0.82  -0.25  0.72
C  0.64  -0.29  -0.80
H  -2.01  1.48  0.05
H  -0.23  1.80  -0.17
H  -1.10  -0.13  -1.99
H  -0.89  -0.02  2.15
H  1.60  0.32  1.28
H  2.45  -1.16  -0.28
H  1.37  0.27  -1.26
N  1.39  -1.35  0.06
S  -1.60  -1.34  0.08

***

(4)
A molecular structure, C18H18F3N3O4PS. Source: the Open Molecules 2025 dataset; level of theory: ωB97M-V/def2-TZVPD.

Results
Net charge   -1
Highest occupied orbital energy   -3.55 eV

Element x y z (Å)
N  1.78  2.92  -3.50
P  0.30  2.90  -2.56
O  -0.46  4.31  -3.00
C  -0.65  1.43  -3.23
C  -0.44  1.10  -4.55
C  -1.08  -0.03  -5.16
N  -0.93  -0.49  -6.41
S  -1.94  -1.79  -6.42
N  -2.53  -1.81  -4.93
C  -1.97  -0.76  -4.28
C  -2.21  -0.41  -2.91
C  -1.56  0.66  -2.37
C  -1.78  1.02  -0.89
C  -1.41  -0.19  0.02
O  -2.17  -0.61  0.86
C  0.01  -0.80  -0.29
C  0.17  -1.77  -1.27
C  1.43  -2.31  -1.61
C  2.55  -1.85  -0.91
C  2.41  -0.90  0.10
C  1.17  -0.36  0.43
H  1.58  3.20  -4.46
H  2.11  1.95  -3.56
H  -1.22  4.16  -3.58
H  0.24  1.70  -5.17
H  -2.89  -1.03  -2.31
H  -1.02  1.79  -0.65
H  -2.81  1.35  -0.70
H  -0.67  -2.17  -1.85
H  1.50  -3.04  -2.41
H  3.52  -2.27  -1.20
H  3.30  -0.59  0.65
H  1.14  0.40  1.22
C  -1.39  -0.79  4.88
C  -0.26  -0.98  3.88
O  0.74  0.01  3.98
C  1.77  -0.12  5.02
O  2.34  -1.28  5.02
C  1.25  0.31  6.43
F  0.39  1.37  6.36
F  2.27  0.73  7.21
F  0.61  -0.65  7.13
H  -1.64  0.27  5.00
H  -2.29  -1.33  4.56
H  -1.12  -1.18  5.86
H  -0.70  -0.85  2.88
H  0.14  -2.00  3.91
H  2.42  0.75  4.76